Arrangement a

Here is the molecule C18H19N3O2S from the OMol25 dataset. Energies are from ωB97M-V/def2-TZVPD.

Calculated values
SMILES: S=C(NCc1ccco1)N1CCC(c2nc3ccccc3o2)CC1
HOMO level, eV: -7.6
Kohn-Sham gap, eV: 7.25
Charge: 0

Cartesian coordinates (Å):
S1 -2.50847 -2.22996 1.44027
C1 -1.89020 -1.06201 0.29952
N1 -2.73743 -0.46864 -0.65504
H1 -2.53967 0.17520 -1.23554
C2 -4.30477 -0.90892 -0.70276
C3 -5.08405 0.48834 -0.32967
C4 -6.22475 0.96895 -0.81988
C5 -6.35728 2.39642 -0.53410
C6 -5.38772 2.56401 0.39696
O1 -4.49915 1.41086 0.50880
H2 -5.14337 3.54516 1.17007
H3 -7.22009 3.16743 -0.74669
H4 -6.71148 0.44458 -1.85248
H5 -4.49693 -1.30482 0.34343
H6 -4.71027 -1.23705 -1.58521
N2 -0.84644 -0.60666 0.47237
C7 0.29034 -1.48384 1.09289
H7 -0.25442 -1.98887 1.88990
C8 1.11208 -2.10087 -0.01526
H8 1.77364 -2.70001 0.68142
H9 0.26142 -2.94601 -0.44803
C9 1.47715 -1.30131 -0.96285
C10 2.80221 -0.52203 -0.65004
N3 3.91580 -0.76414 -1.03906
C11 4.80136 0.24071 -0.79703
C12 6.24500 0.35538 -0.67975
C13 6.69753 1.11919 0.15644
C14 5.93367 2.15971 1.04283
C15 4.46257 1.71441 1.31485
C16 4.05146 0.73939 0.44582
O2 2.75442 0.42675 0.21409
H10 3.89529 2.25774 1.78436
H11 6.38559 2.78833 1.72149
H12 7.71762 1.40868 0.07726
H13 6.73524 -0.27266 -1.37453
H14 1.98738 -1.88417 -1.85470
C17 0.54698 -0.46964 -1.89222
C18 -0.18998 0.34347 -0.35799
H15 -0.94880 1.04170 -1.03869
H16 0.42280 1.07114 0.00442
H17 1.05342 0.12357 -2.28650
H18 -0.35242 -1.02459 -2.00045
H19 0.83374 -0.65230 1.54845



Arrangement b

Here is the molecule C18H19N3O2S from the OMol25 dataset. Energies are from ωB97M-V/def2-TZVPD.

Calculated values
SMILES: COc1ccccc1OCCSc1nnc(C)n1-c1ccccc1
HOMO level, eV: -8.1
Kohn-Sham gap, eV: 8.79
Charge: 0

Cartesian coordinates (Å):
C1 -0.71054 -2.99331 -0.37206
H1 -0.52515 -3.98788 0.04394
H2 -1.79020 -2.81287 -0.41613
H3 -0.28894 -2.93434 -1.37555
O1 -0.04984 -1.99473 0.36915
C2 -0.25029 -1.93199 1.72361
C3 -1.24761 -2.64344 2.37904
C4 -1.45256 -2.50434 3.74102
C5 -0.65997 -1.64407 4.47460
C6 0.35233 -0.94845 3.84057
C7 0.58478 -1.08416 2.47747
O2 1.58542 -0.30071 1.96765
C8 2.49131 -0.84526 1.02392
C9 3.20625 0.31003 0.34558
H4 3.77585 0.89945 1.06248
H5 3.84487 -0.05141 -0.45758
S1 2.00940 1.48686 -0.35874
C10 1.20501 0.43122 -1.47635
N1 1.69179 -0.64851 -2.02096
N2 0.73285 -1.17485 -2.80213
C11 -0.32959 -0.42828 -2.72288
N3 -0.09264 0.62937 -1.87835
C12 -0.96221 1.65582 -1.47520
C13 -2.21733 1.34018 -0.96894
C14 -3.06663 2.35482 -0.56836
C15 -2.66769 3.67756 -0.66602
C16 -1.41202 3.98725 -1.16134
C17 -0.55541 2.98121 -1.56876
H6 0.42473 3.21318 -1.95674
H7 -1.09600 5.01684 -1.23274
H8 -3.33377 4.46617 -0.35031
H9 -4.04057 2.10989 -0.17158
H10 -2.51334 0.30676 -0.87289
C18 -1.59564 -0.64655 -3.45932
H11 -1.38280 -1.21857 -4.35812
H12 -2.04845 0.30701 -3.72503
H13 -2.30441 -1.21203 -2.85460
H14 3.23024 -1.47577 1.54193
H15 1.98249 -1.44863 0.26957
H16 0.99361 -0.27671 4.38956
H17 -0.81728 -1.52132 5.53489
H18 -2.23984 -3.06779 4.21832
H19 -1.88940 -3.30643 1.82059



Here is how they stack up, most stable first: arrangement b, arrangement a.



Arrangement a

Here is the ion C5H10NO2 with charge -1 from the OMol25 dataset. Energies are from ωB97M-V/def2-TZVPD.

Calculated values
SMILES: O=CNCCCC[O-]
HOMO level, eV: -2.6
Kohn-Sham gap, eV: 6.14
Charge: -1

Cartesian coordinates (Å):
C1 -1.16326 0.60921 -0.39039
N1 -0.20950 1.42382 0.35407
C2 -0.21098 2.77155 0.32208
O1 0.65279 3.48273 0.79997
C3 -0.54318 -0.68716 -0.89797
C4 -0.02237 -1.60924 0.21951
C5 1.52938 -1.52984 0.45915
O2 1.95244 -2.41769 1.34024
H1 -2.00624 0.35831 0.25196
H2 -1.53047 1.18840 -1.23936
H3 0.63256 0.96143 0.69038
H4 -1.09520 3.14644 -0.20998
H5 0.23815 -0.45761 -1.62379
H6 -1.34333 -1.22582 -1.42084
H7 -0.47409 -1.34672 1.17865
H8 -0.15789 -2.66247 -0.03472
H9 1.99840 -1.55811 -0.56663
H10 1.75280 -0.44723 0.76768



Arrangement b

Here is the ion C5H10NO2 with charge -1 from the OMol25 dataset. Energies are from ωB97M-V/def2-TZVPD.

Calculated values
SMILES: O=CNCCCC[O-]
HOMO level, eV: -2.4
Kohn-Sham gap, eV: 5.96
Charge: -1

Cartesian coordinates (Å):
C1 -0.00106 0.83059 0.40666
N1 0.45780 1.61408 -0.76777
C2 -0.16313 2.83430 -1.09985
O1 0.45400 3.73518 -1.61926
C3 -0.84240 -0.28499 -0.19521
C4 -0.55762 -1.72201 0.25109
C5 0.81563 -2.10218 0.81295
O2 1.04719 -1.85484 2.15700
H1 1.04889 0.47503 1.00076
H2 -0.57192 1.48761 1.00920
H3 1.50993 1.51085 -1.06028
H4 -1.29755 2.95376 -0.90064
H5 -0.83364 -0.36957 -1.36788
H6 -1.87320 -0.01263 -0.03154
H7 -1.07138 -1.84146 1.12344
H8 -0.78196 -2.36864 -0.50190
H9 0.96972 -3.17533 0.65103
H10 1.69070 -1.70974 0.13219



Arrangement c

Here is the ion C5H10NO2 with charge -1 from the OMol25 dataset. Energies are from ωB97M-V/def2-TZVPD.

Calculated values
SMILES: C[C@@H](CC[O-])NC=O
HOMO level, eV: -2.4
Kohn-Sham gap, eV: 6.06
Charge: -1

Cartesian coordinates (Å):
O1 3.53983 0.95169 -0.30286
C1 2.51865 0.29810 -0.35101
N1 1.47686 0.63023 0.45527
C2 0.18038 -0.18018 0.26068
C3 -0.73775 0.48642 -0.64534
C4 -1.88783 -0.65346 -1.30385
O2 -2.76629 -0.01211 -1.96303
C5 -0.34381 -0.24655 1.81989
H1 2.47385 -0.36145 -1.23098
H2 1.54645 1.40451 1.05582
H3 0.53867 -1.17826 -0.11264
H4 -0.24127 1.02964 -1.50213
H5 -1.48483 1.16881 -0.20648
H6 -1.30265 -1.25908 -1.96384
H7 -2.17105 -1.12370 -0.41304
H8 0.23317 0.50440 2.47178
H9 -1.43267 -0.07692 1.81104
H10 -0.13970 -1.38208 2.12074



Arrangement d

Here is a cluster of 3 separate species, C5H10NO2 in total from the OMol25 dataset. Energies are from ωB97M-V/def2-TZVPD.

Calculated values
HOMO level, eV: -3.8
Kohn-Sham gap, eV: 6.55
Charge: -1

Cartesian coordinates (Å):
C1 1.03150 0.52283 -0.43743
C2 0.35160 1.83766 -0.14056
C3 -0.36264 2.08038 0.97283
C4 -0.54655 1.34492 2.18002
N1 -0.73093 -2.54874 -0.71827
C5 0.27728 -2.53299 -1.72296
O1 1.45879 -2.59510 -1.31353
O2 -0.15907 -2.45061 -2.89340
H1 2.12150 0.58686 -0.51056
H2 0.54113 0.03938 -1.28587
H3 0.90461 -0.08052 0.45301
H4 0.49333 2.66120 -0.83902
H5 -1.31508 0.41779 0.90526
H6 -0.85268 3.05256 0.93740
H7 -0.51710 -2.30886 0.22992
H8 -1.17741 1.86466 2.88622
H9 0.14950 0.53954 2.35945
H10 -1.66779 -2.43097 -1.06251



Here is how they stack up, most stable first: arrangement a, arrangement c, arrangement b, arrangement d.



Arrangement a

Here is a structure of composition C4H3NO2S from the OMol25 dataset. Energies are from ωB97M-V/def2-TZVPD.

Calculated values
HOMO level, eV: -10.0
Kohn-Sham gap, eV: 9.35
Charge: 0

Cartesian coordinates (Å):
C1 -0.21337 -0.15173 0.33160
C2 0.75704 -0.89048 -0.71546
C3 0.53961 1.25109 0.32412
C4 -1.45351 0.19932 -0.39849
H1 -1.25362 -0.50421 2.11139
H2 1.18757 -2.04226 -0.36384
H3 0.54854 -0.61175 -1.91246
N1 -2.24489 0.70906 -1.19554
O1 -0.17341 -0.81804 1.59762
O2 0.27005 2.42180 0.67683
S1 2.03598 0.43719 -0.45576



Arrangement b

Here is the molecule C4H3NO2S from the OMol25 dataset. Energies are from ωB97M-V/def2-TZVPD.

Calculated values
SMILES: N#C[C@@]1(O)CSC1=O
HOMO level, eV: -10.4
Kohn-Sham gap, eV: 10.51
Charge: 0

Cartesian coordinates (Å):
C1 0.58100 0.13310 0.39270
C2 -0.50948 1.05193 0.86589
C3 -0.46907 -0.79004 -0.39027
C4 1.56860 0.70179 -0.53674
H1 1.45336 -1.48654 1.09999
H2 -0.57189 1.14542 1.97761
H3 -0.40411 2.04348 0.43601
N1 2.31767 1.11056 -1.32122
O1 1.17207 -0.61824 1.45586
O2 -0.37464 -1.87456 -0.86619
S1 -1.88168 0.24284 -0.06074



Here is how they stack up, most stable first: arrangement b, arrangement a.



Arrangement a

Here is the molecule C3H5BrSi from the OMol25 dataset. Energies are from ωB97M-V/def2-TZVPD.

Calculated values
SMILES: [SiH3]C#CCBr
HOMO level, eV: -10.3
Kohn-Sham gap, eV: 10.81
Charge: 0

Cartesian coordinates (Å):
C1 -1.27257 0.22368 0.81291
C2 -0.29576 -0.30936 0.37074
C3 -2.84698 0.55354 1.04144
Si1 1.35319 -0.86607 -0.30867
Br1 -3.92236 -0.28828 -0.26775
H1 -3.20426 0.12462 1.95051
H2 -3.06175 1.64254 0.94343
H3 1.39436 -2.24263 0.24844
H4 2.54465 -0.16531 0.05067
H5 1.60981 -1.12994 -1.78423



Arrangement b

Here is a cluster of 2 separate species, C3H5BrSi in total from the OMol25 dataset. Energies are from ωB97M-V/def2-TZVPD.

Calculated values
HOMO level (spin up / spin down), eV: -8.5 / -9.5
Kohn-Sham gap (spin up / spin down), eV: 7.86 / 8.49
Charge: 0

Cartesian coordinates (Å):
C1 0.73473 -2.65492 0.57442
C2 0.94238 -1.59799 0.04871
C3 1.11772 -0.30459 -0.15208
Si1 -0.14843 0.95471 0.46952
Br1 2.90890 0.30521 -0.04302
H1 0.48598 -3.51204 1.01774
H2 0.96202 0.16775 -2.16045
H3 0.74207 2.10350 0.78236
H4 -0.94125 0.17162 1.39680
H5 -1.15209 1.13718 -0.65607



Here is how they stack up, most stable first: arrangement a, arrangement b.



Arrangement a

Here is the molecule C2H3N2OP from the OMol25 dataset. Energies are from ωB97M-V/def2-TZVPD.

Calculated values
HOMO level (spin up / spin down), eV: -8.2 / -7.8
Kohn-Sham gap (spin up / spin down), eV: 6.82 / 6.85
Charge: 0

Cartesian coordinates (Å):
C1 -0.38941 0.31778 0.95694
C2 0.24469 -0.88988 1.39283
N1 -0.45535 0.78865 -0.23866
N2 0.26499 0.52609 -1.23211
O1 -0.37227 0.73355 -2.44749
P1 1.15748 -1.99225 0.51916
H1 -0.88274 0.91661 1.70769
H2 0.10415 -1.06523 2.45265
H3 0.32845 0.66468 -3.11101



Arrangement b

Here is the molecule C2H3N2OP from the OMol25 dataset. Energies are from ωB97M-V/def2-TZVPD.

Calculated values
SMILES: O=C/N=N\C#[PH2]
HOMO level, eV: -9.2
Kohn-Sham gap, eV: 9.19
Charge: 0

Cartesian coordinates (Å):
C1 -1.00707 1.21573 -0.73763
C2 0.31052 -0.17636 0.72038
N1 -1.29083 1.37502 0.57630
N2 -0.50280 0.57374 1.24146
O1 -0.16610 0.36781 -1.08562
P1 1.66307 -1.23215 0.53744
H1 -1.51670 1.96735 -1.48595
H2 1.20104 -1.55019 -0.77309
H3 1.30888 -2.54096 1.00670



Arrangement c

Here is the molecule C2H3N2OP from the OMol25 dataset. Energies are from ωB97M-V/def2-TZVPD.

Calculated values
SMILES: On1nccp1
HOMO level, eV: -9.3
Kohn-Sham gap, eV: 9.79
Charge: 0

Cartesian coordinates (Å):
C1 -1.16422 0.31976 -0.06715
C2 -0.42977 1.46455 0.28423
N1 -0.52166 -0.78991 -0.31513
N2 0.78039 -0.57900 -0.03518
O1 1.75515 -1.56982 -0.12795
P1 1.23584 0.99264 0.36474
H1 -2.19818 0.31933 -0.38344
H2 -0.87433 2.34103 0.14889
H3 1.41678 -2.49857 0.13098



Here is how they stack up, most stable first: arrangement c, arrangement b, arrangement a.



Arrangement a

Here is the molecule C3H6N2O3 from the OMol25 dataset. Energies are from ωB97M-V/def2-TZVPD.

Calculated values
SMILES: C=C(NN)C(=O)OO
HOMO level, eV: -8.8
Kohn-Sham gap, eV: 8.91
Charge: 0

Cartesian coordinates (Å):
N1 -1.05847 -0.69211 0.58625
C1 0.80690 -1.14884 -0.46193
C2 0.09616 0.00635 0.05687
N2 -2.35740 -0.23164 0.33836
C3 0.05348 1.18322 -0.61672
O1 1.94532 -0.64587 0.51250
O2 2.62886 0.54083 0.16468
O3 0.68455 -2.28189 -0.77615
H1 3.06505 0.99696 0.90394
H2 -0.99626 -1.62153 0.98221
H3 -2.54847 -0.20076 -0.66287
H4 -2.43622 0.72345 0.68326
H5 0.83267 1.46180 -1.30012
H6 -0.71617 1.91003 -0.41028



Arrangement b

Here is a cluster of 2 separate species, C3H6N2O3 in total from the OMol25 dataset. Energies are from ωB97M-V/def2-TZVPD.

Calculated values
SMILES: [H]/N=C(/O)N(O)O.C#C
HOMO level, eV: -9.5
Kohn-Sham gap, eV: 10.10
Charge: 0

Cartesian coordinates (Å):
C1 -2.04925 -1.28951 -0.06729
C2 -2.19053 -0.35603 0.63072
C3 0.66891 0.42523 0.58891
N1 -0.14147 1.33896 0.93661
N2 0.78307 -0.18609 -0.67811
O1 1.43996 -0.17214 1.53910
O2 0.47300 0.76751 -1.59531
O3 1.94157 -1.02518 -0.95812
H1 -2.01383 -2.30558 -0.55594
H2 1.23726 0.36660 2.39655
H3 -2.27249 0.70170 0.76810
H4 -0.64508 1.82453 0.15130
H5 0.04721 0.37608 -2.37281
H6 2.72165 -0.46607 -0.78371



Here is how they stack up, most stable first: arrangement b, arrangement a.